(1)
The following is a DFT calculation (ωB97M-V/def2-TZVPD) of a structure of composition C52H66N2O4SV.

Properties
Kohn-Sham gap (alpha / beta) = 5.63 / 6.01 eV
Energy relative to the best compared isomer or geometry (same formula, charge and spin) = 0.000 eV
Total energy = -102691.160 eV
Highest occupied orbital energy (alpha / beta) = -6.26 / -6.63 eV
Strongest force on any atom = 0.9 eV/Å

ORCA input file:
```
! RIJCOSX wB97M-V def2-TZVPD def2/J DEFGRID3
* xyz 0 4
V 0.4914 -0.0481 0.0038
C 1.5754 -0.8417 -2.8695
O 0.6070 -0.0939 -2.1319
C -0.7115 -0.0468 -2.6159
C -1.4559 -1.2077 -2.7726
C -0.9580 -2.6389 -2.5914
C -0.4920 -3.2110 -1.2486
C 0.0183 -4.4987 -1.2252
C 0.3026 -5.1771 -0.0365
C -0.0112 -4.5339 1.1572
C -0.5253 -3.2402 1.1948
C -1.0236 -2.7026 2.5402
C -1.5344 -1.2784 2.7327
C -2.8691 -1.1032 3.1007
C -3.4370 0.1518 3.2783
C -2.6263 1.2692 3.0964
C -1.2903 1.1691 2.7397
C -0.4462 2.4247 2.5849
C -0.3618 3.1670 1.2493
C 0.0654 4.4914 1.2485
C 0.2916 5.1984 0.0715
C 0.0901 4.5208 -1.1342
C -0.3349 3.2046 -1.1884
C -0.4004 2.5014 -2.5464
C -1.2300 1.2429 -2.7470
C -2.5564 1.3407 -3.1350
C -3.3554 0.2200 -3.3474
C -2.7836 -1.0318 -3.1694
C -4.8193 0.4085 -3.7454
C -5.5438 -0.9224 -3.9400
C -5.5423 1.1920 -2.6409
C -4.8995 1.1970 -5.0591
C -0.5870 2.5259 0.0212
O -0.9770 1.2784 -0.0016
C 0.7667 6.6510 0.0512
C -0.2362 7.5171 -0.7231
C 0.9046 7.2345 1.4567
C 2.1363 6.7333 -0.6374
C -0.7788 -0.1212 2.6071
O 0.5473 -0.1932 2.1581
C 1.4899 -0.9561 2.9102
C -4.9081 0.3461 3.6470
C -5.6009 1.1500 2.5380
C -5.6458 -0.9820 3.8080
C -5.0099 1.1170 4.9698
C -0.6954 -2.5448 -0.0172
O -1.0573 -1.2918 -0.0125
C 0.8931 -6.5870 -0.0946
C 2.2406 -6.5453 -0.8291
C 1.1287 -7.1732 1.2966
C -0.0612 -7.5221 -0.8490
H 1.4028 -0.6959 -3.9363
H 2.5448 -0.4402 -2.5819
H 1.5326 -1.9003 -2.6136
H -1.8011 -3.2664 -2.8939
H -0.1892 -2.8475 -3.3417
H 0.1846 -5.0012 -2.1751
H 0.1306 -5.0509 2.1001
H -1.8662 -3.3436 2.8155
H -0.2665 -2.9177 3.3009
H -3.4758 -1.9926 3.2059
H -3.0449 2.2632 3.2106
H -0.8223 3.1420 3.3200
H 0.5748 2.1860 2.9021
H 0.2301 4.9704 2.2072
H 0.2812 5.0362 -2.0718
H -0.7768 3.2369 -3.2628
H 0.6261 2.2817 -2.8580
H -2.9790 2.3331 -3.2471
H -3.3829 -1.9228 -3.3001
H -5.5464 -1.5199 -3.0267
H -6.5834 -0.7319 -4.2139
H -5.0930 -1.5177 -4.7367
H -5.5236 0.6422 -1.6981
H -5.0760 2.1617 -2.4662
H -6.5851 1.3638 -2.9199
H -4.3563 0.6858 -5.8564
H -5.9415 1.3058 -5.3695
H -4.4761 2.1964 -4.9540
H -1.2227 7.4700 -0.2584
H 0.0876 8.5612 -0.7385
H -0.3401 7.1834 -1.7560
H -0.0440 7.2120 1.9964
H 1.6439 6.6952 2.0524
H 1.2270 8.2758 1.3896
H 2.0803 6.3930 -1.6722
H 2.5071 7.7620 -0.6386
H 2.8629 6.1044 -0.1185
H 1.2215 -0.9231 3.9663
H 1.5250 -1.9875 2.5569
H 2.4584 -0.4800 2.7564
H -5.5581 0.6164 1.5868
H -6.6504 1.3196 2.7919
H -5.1282 2.1214 2.3926
H -5.6330 -1.5668 2.8866
H -5.2149 -1.5911 4.6053
H -6.6895 -0.7884 4.0632
H -4.5774 2.1146 4.8864
H -6.0569 1.2287 5.2615
H -4.4854 0.5907 5.7698
H 2.9490 -5.9064 -0.2964
H 2.6716 -7.5473 -0.9039
H 2.1294 -6.1502 -1.8396
H 1.8061 -6.5549 1.8893
H 0.1956 -7.2811 1.8528
H 1.5767 -8.1648 1.2043
H -0.1960 -7.2079 -1.8848
H 0.3264 -8.5441 -0.8586
H -1.0435 -7.5322 -0.3736
C 7.5079 1.1841 0.4584
C 6.2523 0.4086 0.2357
C 6.2009 -0.9312 -0.0068
C 4.9145 -1.5096 -0.1803
N 3.7980 -0.8248 -0.1214
C 3.8402 0.5186 0.1251
S 2.4840 1.4544 0.2203
N 5.0832 1.0865 0.2987
C 4.7755 -2.9807 -0.4378
H 8.3767 0.5550 0.2880
H 7.5422 1.5581 1.4832
H 7.5577 2.0414 -0.2143
H 7.1027 -1.5190 -0.0610
H 5.0815 2.0853 0.4603
H 5.7354 -3.4741 -0.5690
H 4.1579 -3.1348 -1.3226
H 4.2471 -3.4381 0.4002
*
```



(2)
The following is a DFT calculation (ωB97M-V/def2-TZVPD) of a structure of composition C52H67N2O5P2RbSSi3 at a distorted geometry.

Properties
Kohn-Sham gap = 5.04 eV
Total energy = -121933.874 eV
Highest occupied orbital energy = -1.34 eV
Strongest force on any atom = 1.3 eV/Å

ORCA input file:
```
! RIJCOSX wB97M-V def2-TZVPD def2/J DEFGRID3
* xyz -2 1
Rb -0.7578 -0.4729 -0.3247
N -1.3818 -2.1536 1.7883
C -2.7889 -2.5809 1.7438
C -3.5253 -2.3312 0.4174
O -4.7855 -2.2947 0.5007
N -2.7611 -2.2652 -0.6559
C -3.5023 -2.1668 -1.8980
C -2.7926 -1.4442 -3.0167
O -2.9453 -1.7563 -4.1785
O -2.0449 -0.3964 -2.6069
H -0.9542 -2.4698 2.6477
H -1.3486 -1.1411 1.8293
H -3.4003 -2.1244 2.5267
H -2.8301 -3.6608 1.9025
H -4.4641 -1.6559 -1.7565
H -3.7489 -3.1574 -2.2840
C 1.5632 -2.3082 -0.5416
C 1.7955 -2.5765 -2.0270
P 0.2409 -2.2012 -2.9700
C 0.7847 -2.9484 -4.5801
C 0.9946 -2.1850 -5.7251
C 1.3123 -2.7905 -6.9376
C 1.4273 -4.1718 -7.0244
C 1.2178 -4.9478 -5.8885
C 0.8886 -4.3396 -4.6847
C 0.3114 -0.4326 -3.2700
C -1.0295 0.1534 -3.6362
C -1.0176 1.6401 -3.6328
C 0.1163 2.3647 -3.4549
C 1.3820 1.7687 -3.2129
C 1.4197 0.3879 -3.0796
P 2.6604 -3.0951 0.7347
C 4.2240 -2.1371 0.6237
C 4.7635 -1.7073 1.8360
C 5.9197 -0.9357 1.8715
C 6.5460 -0.5744 0.6870
C 6.0161 -0.9918 -0.5287
C 4.8672 -1.7705 -0.5597
C 3.0801 -4.6803 -0.1006
C 4.3635 -5.1060 -0.4356
C 4.5682 -6.3492 -1.0291
C 3.4956 -7.1875 -1.2925
C 2.2109 -6.7823 -0.9458
C 2.0085 -5.5482 -0.3479
H 0.5531 -2.6464 -0.2685
H 1.5833 -1.2366 -0.3315
H 2.0148 -3.6272 -2.2047
H 2.6286 -1.9995 -2.4273
H 0.9141 -1.1039 -5.6501
H 1.4718 -2.1802 -7.8201
H 1.6705 -4.6432 -7.9706
H 1.3007 -6.0279 -5.9469
H 0.7031 -4.9510 -3.8031
H -1.4262 -0.2389 -4.5630
H -1.9687 2.1371 -3.8016
H 0.0501 3.4507 -3.4810
H 2.2779 2.3679 -3.1187
H 2.3786 -0.0675 -2.8414
H 4.2485 -1.9581 2.7580
H 6.3174 -0.6002 2.8230
H 7.4402 0.0385 0.7094
H 6.4918 -0.6972 -1.4580
H 4.4680 -2.0977 -1.5113
H 5.2117 -4.4621 -0.2378
H 5.5730 -6.6552 -1.2997
H 3.6567 -8.1497 -1.7636
H 1.3637 -7.4294 -1.1465
H 1.0013 -5.2351 -0.0807
C 0.8234 -1.6524 4.7351
O 0.7565 -0.6495 3.7429
Si 0.7502 0.9679 4.2525
C -0.4527 0.9465 5.7215
C 2.4793 1.1920 5.0107
C 0.3169 2.1361 2.9774
Si -0.5866 3.5587 3.6407
C -0.7028 5.0836 2.5223
C -2.3811 3.1596 4.1212
C 0.2281 4.3229 5.1935
Si 1.5062 2.4969 1.6592
C 2.5311 0.9802 1.1443
C 0.7437 3.1838 0.0560
C 2.7820 3.8414 2.1206
H 1.7060 -1.5367 5.3827
H 0.8806 -2.6269 4.2547
H -0.0618 -1.6438 5.3858
H -0.0645 0.3637 6.5651
H -1.4100 0.5045 5.4081
H -0.6647 1.9579 6.0849
H 2.6910 0.5207 5.8541
H 2.6005 2.2267 5.3561
H 3.2341 1.0128 4.2298
H -1.2831 4.8774 1.6183
H 0.2944 5.4238 2.2105
H -1.1898 5.9124 3.0523
H -2.7646 2.4072 3.4193
H -3.0316 4.0430 4.0690
H -2.4597 2.7437 5.1332
H 1.2332 4.6740 4.9191
H 0.3541 3.5763 5.9897
H -0.3308 5.1740 5.6081
H 2.3903 0.7469 0.0794
H 2.2216 0.1068 1.7347
H 3.6067 1.1254 1.3106
H 0.1717 2.4373 -0.5161
H 1.5154 3.5410 -0.6368
H 0.0869 4.0285 0.2914
H 3.3993 3.5207 2.9718
H 2.2588 4.7602 2.4223
H 3.4469 4.0882 1.2812
O -2.3407 1.3064 0.5114
S -2.6632 1.8541 -0.8346
C -3.2632 3.5354 -0.5566
C -4.0688 3.8149 0.5357
C -4.5088 5.1114 0.7376
C -4.1368 6.1221 -0.1458
C -3.3168 5.8352 -1.2276
C -2.8724 4.5340 -1.4344
C -4.3163 1.2552 -1.2420
C -4.8190 1.4364 -2.5257
C -6.0818 0.9588 -2.8280
C -6.8280 0.3006 -1.8532
C -6.3036 0.1059 -0.5849
C -5.0351 0.5817 -0.2756
H -4.3258 3.0172 1.2264
H -5.1338 5.3384 1.5934
H -4.4786 7.1372 0.0183
H -3.0100 6.6242 -1.9048
H -2.2099 4.2943 -2.2626
H -4.2234 1.9351 -3.2852
H -6.4750 1.0763 -3.8305
H -7.8074 -0.0913 -2.1004
H -6.8471 -0.4642 0.1563
H -4.5826 0.3838 0.6890
*
```